Entry 1:
DFT (wB97M-V/def2-TZVPD) results for a 2-piece molecular cluster, C3H10NOS overall in a non-equilibrium geometry.

The value obtained for the total energy is -17645.1960 eV. The total charge is -1.

The geometry in XYZ format:
```
16
C3H10NOS (wB97M-V/def2-TZVPD)
C -2.984 -0.924 -0.710
S -2.482 0.113 0.733
C -0.815 0.590 0.332
H -2.183 -1.422 -1.264
H -3.691 -0.359 -1.346
H -3.586 -1.697 -0.217
H -0.142 -0.121 0.783
H -0.559 0.516 -0.729
H -0.708 1.660 0.546
N 3.810 0.509 -1.025
C 3.056 -0.250 0.078
O 1.723 -0.136 0.076
H 3.186 0.289 -1.806
H 3.517 1.458 -0.772
H 3.589 -1.220 -0.034
H 3.458 0.121 1.057
```

natural (NBO) atomic charges, in units of e: C -0.7378; S 0.1111; C -0.7622; H 0.2255; H 0.1978; H 0.2048; H 0.2905; H 0.2396; H 0.2113; N -0.9103; C 0.1321; O -0.9705; H 0.3299; H 0.3221; H 0.0592; H 0.0568

Entry 2:
DFT (wB97M-V/def2-TZVPD) results for a 2-piece molecular cluster, C3H10NOS overall in a non-equilibrium geometry.

The value obtained for the total energy is -17646.0256 eV. The total charge is -1.

The geometry in XYZ format:
```
16
C3H10NOS (wB97M-V/def2-TZVPD)
C 0.406 1.203 -0.278
C 1.061 -0.118 -0.001
C 0.114 -1.324 -0.073
S -1.251 -1.143 1.208
N 1.659 -0.315 1.291
H 0.340 1.174 -1.397
H -0.529 1.429 0.087
H 1.083 1.930 0.045
H 1.987 -0.061 -0.783
H 0.659 -2.354 0.132
H -0.324 -1.231 -1.075
H 1.085 -1.038 1.748
H 1.727 0.599 1.673
H -2.630 -0.012 -1.424
H -2.426 0.459 -0.166
O -2.960 0.800 -0.986
```

natural (NBO) atomic charges, in units of e: C -0.6181; C -0.0389; C -0.5364; S -0.7094; N -0.8838; H 0.1914; H 0.2235; H 0.1817; H 0.1253; H 0.1960; H 0.1781; H 0.3958; H 0.3430; H 0.4567; H 0.4942; O -0.9991

Entry 3:
DFT (wB97M-V/def2-TZVPD) results for C3H10NOS as an isolated structure in a non-equilibrium geometry.

The value obtained for the total energy is -17644.4007 eV. The total charge is -1.

The geometry in XYZ format:
```
16
C3H10NOS (wB97M-V/def2-TZVPD)
C -0.108 -0.873 -1.091
C 0.096 -1.091 0.461
C -0.415 0.214 1.117
S -1.863 1.145 0.461
N 1.394 -1.312 1.323
H 0.402 -1.638 -1.675
H 0.281 0.100 -1.344
H -1.176 -1.009 -1.216
H 1.415 -0.896 0.285
H -0.556 0.131 2.207
H 0.385 0.945 1.041
H -0.512 -1.936 0.783
H 1.838 -2.185 1.016
H 0.104 3.268 -0.774
H -0.946 2.246 -1.058
O -0.341 2.891 -1.538
```

natural (NBO) atomic charges, in units of e: C -0.6336; C -0.1753; C -0.5188; S -0.6798; N -0.8310; H 0.1769; H 0.2284; H 0.2564; H 0.3908; H 0.2010; H 0.1814; H 0.1824; H 0.3126; H 0.4503; H 0.4823; O -1.0239

Asked for ΔE to the lowest compared entry with this formula, charge and spin across the records above, the calculation gives 2.247; 1.417; 3.042 eV in order.
Asked for highest occupied orbital energy across the records above, the calculation gives -2.86; -3.04; -2.88 eV in order.
Asked for frontier orbital gap across the records above, the calculation gives 6.11; 7.11; 6.86 eV in order.